# C36H76BClF7IN7O7P3

3 unconnected molecules or ions with the total composition C36H76BClF7IN7O7P3 at a distorted geometry (ωB97M-V/def2-TZVPD, OMol25).

Its SMILES is CCN[C@@]1([C@@H](I)CC)[C@](CCCCCCCCCOC)(P(O)Cl)OC(=O)[C@]1(B(O)CC)C(F)(F)C(F)(F)C(F)(F)F.CN(C)P(=O)(N(C)C)N(C)C.CN(C)P(=O)(N(C)C)N(C)C. For the LUMO energy, the calculation gives 0.1 eV. The value obtained for the frontier orbital gap is 8.612 eV.

Geometry as XYZ:
```
139
C36H76BClF7IN7O7P3 | OMol25 | ωB97M-V/def2-TZVPD
C -0.83134 -2.42317 4.46736
C -1.90333 -1.35774 4.80467
N -1.58319 -0.11687 4.10785
C -2.44333 1.04940 4.35283
C -2.47770 1.33749 5.89023
I -0.44401 1.57640 6.64966
C -3.41547 2.43869 6.43766
C -2.93006 3.28663 7.61992
C -1.75753 2.22430 3.48344
C -0.63813 1.88677 2.49801
C 0.82617 1.84311 2.98983
C 1.59472 0.65622 2.38716
C 2.85030 0.30910 3.21176
C 2.50058 -0.71263 4.28997
C 3.59802 -0.91218 5.32667
C 3.11491 -1.81859 6.49075
C 3.31938 -1.21673 7.90116
C 2.01313 -0.88327 8.63425
O 2.05262 -1.42189 9.94336
C 0.80999 -1.31042 10.61393
P -1.58708 3.99478 4.28110
O 0.00832 4.28968 4.37007
Cl -2.07253 5.24542 2.72659
O -2.86819 2.52094 2.53381
C -4.02012 2.35179 3.27811
O -4.84398 3.17197 3.46655
C -3.86545 0.84792 3.65091
B -3.86688 0.40338 2.05886
O -4.92337 1.00806 1.42449
C -2.94318 -0.47794 1.13305
C -2.27947 -1.78457 1.59714
C -5.03111 0.31591 4.50589
F -4.61155 -0.50064 5.51356
F -5.68760 1.31196 5.14588
C -6.21632 -0.46381 3.82089
F -7.03268 -0.73605 4.88084
F -6.97421 0.28466 3.03335
C -5.95793 -1.87259 3.20266
F -5.81704 -1.79475 1.87863
F -4.90665 -2.48093 3.72196
F -7.01180 -2.64084 3.41483
H -0.05407 -2.01269 3.82388
H -1.26242 -3.28238 3.95624
H -0.35059 -2.79448 5.37260
H -2.86192 -1.77286 4.52283
H -1.85550 -1.27275 5.89752
H -0.61017 0.07144 4.31750
H -2.76262 0.44720 6.43448
H -3.75910 3.15336 5.69871
H -4.30389 1.94774 6.83129
H -2.18054 4.02116 7.33287
H -3.80400 3.86786 7.92997
H -2.65581 2.69088 8.48855
H -0.69523 2.66342 1.73344
H -0.81660 0.93232 2.00914
H 0.93824 1.77380 4.07328
H 1.34160 2.75285 2.67978
H 1.84593 0.87017 1.34782
H 0.93474 -0.21732 2.43145
H 3.62672 -0.07934 2.55299
H 3.18759 1.23536 3.68826
H 2.33050 -1.66991 3.78712
H 1.57092 -0.42812 4.79535
H 4.45198 -1.42039 4.87549
H 3.92397 0.03760 5.75402
H 2.05240 -2.03380 6.35320
H 3.62818 -2.77978 6.46537
H 3.95048 -0.32964 7.85739
H 3.81575 -1.95313 8.53460
H 1.14641 -1.26555 8.08336
H 1.92499 0.20950 8.71423
H 0.99840 -1.05835 11.65643
H 0.16838 -0.55143 10.15933
H 0.27984 -2.26732 10.57147
H 0.48722 3.58988 4.83327
H -5.24481 0.47109 0.69277
H -3.56336 -0.76263 0.27242
H -2.20716 0.18767 0.67363
H -2.77909 -2.27600 2.42425
H -2.26953 -2.49826 0.76961
H -1.22916 -1.60913 1.81832
O 3.23982 -0.47548 -1.32600
P 3.06534 -0.00462 -2.73250
N 2.31354 -1.39282 -3.41344
C 2.18825 -1.65863 -4.83702
C 1.12369 -1.86627 -2.71391
N 4.70042 0.11717 -3.24859
C 5.20959 -0.64849 -4.37022
C 5.69375 0.18317 -2.18258
N 2.49089 1.09149 -3.94560
C 3.28124 2.32275 -4.16297
C 1.10711 1.53510 -3.63941
H 1.45848 -1.01504 -5.34158
H 1.85789 -2.68876 -4.98404
H 3.13173 -1.57329 -5.36403
H 0.21606 -1.31882 -3.00805
H 1.24424 -1.76806 -1.63636
H 0.95524 -2.92321 -2.93031
H 5.15082 -1.73151 -4.20600
H 6.25538 -0.38701 -4.54596
H 4.68954 -0.39122 -5.29465
H 5.91979 -0.80231 -1.75832
H 5.36057 0.82828 -1.37393
H 6.61924 0.60877 -2.57873
H 3.46503 2.87895 -3.24004
H 2.73613 2.96998 -4.85231
H 4.23532 2.09992 -4.62879
H 1.05020 2.09570 -2.70156
H 0.43771 0.67757 -3.56711
H 0.73333 2.16825 -4.44288
O 0.45334 -1.51215 -7.68591
P 0.08578 -0.69593 -8.87210
N -0.76045 -1.79607 -9.86890
C -1.07259 -1.58311 -11.26989
C -1.85235 -2.51197 -9.21369
N 1.64098 -0.37235 -9.53775
C 1.98017 -0.71645 -10.90529
C 2.77153 -0.63003 -8.65150
N -0.58923 0.76481 -9.49117
C 0.21296 1.99428 -9.32250
C -1.91271 1.03307 -8.87203
H -1.85641 -0.83022 -11.43266
H -1.42971 -2.52335 -11.69504
H -0.20555 -1.29872 -11.85322
H -2.78260 -1.92713 -9.18794
H -1.58524 -2.76852 -8.19032
H -2.06131 -3.44417 -9.74175
H 1.92446 -1.79521 -11.09881
H 2.99712 -0.38484 -11.12483
H 1.34575 -0.18424 -11.61601
H 3.03523 -1.69380 -8.60426
H 2.56430 -0.29076 -7.63935
H 3.64244 -0.07477 -9.00961
H 0.52699 2.15723 -8.28766
H -0.38816 2.84793 -9.63913
H 1.09450 1.97830 -9.95380
H -1.83919 1.18970 -7.79166
H -2.59517 0.20130 -9.05059
H -2.36081 1.91860 -9.31963
```

***

# C36H76BIN6O12P3

3 unconnected molecules or ions with the total composition C36H76BIN6O12P3 at a distorted geometry (ωB97M-V/def2-TZVPD, OMol25).

The charge is +1. For the LUMO energy, the calculation gives -3.9 eV. The value obtained for the frontier orbital gap is 6.531 eV.

Geometry as XYZ:
```
135
C36H76BIN6O12P3 | OMol25 | ωB97M-V/def2-TZVPD
N 2.04693 -0.86635 -0.94411
P 1.14767 0.40863 -0.95659
N 2.12231 1.88150 -1.18549
C 3.00203 1.66198 -2.40039
C 2.92490 2.82332 -3.40135
C 3.85601 2.50611 -4.60868
C 5.33674 2.94482 -4.30490
C 6.24825 1.91734 -5.00664
N 6.23867 0.61198 -4.41906
O 6.89062 2.19590 -5.99146
C 1.46184 3.07549 -3.91231
I 0.90675 1.64486 -5.47213
C 1.40735 4.56558 -4.39095
B 0.65301 4.68637 -5.80103
O -0.73111 4.69771 -5.97395
O 1.44339 4.74908 -6.91792
N 0.56769 2.76375 -2.75996
C -0.75413 3.42962 -2.80706
C -1.77681 2.75249 -1.86811
C -3.11889 3.53546 -1.76107
C -4.22766 2.89385 -2.62656
C -4.14482 3.27604 -4.12398
C -4.89977 2.27014 -5.05206
C -4.16222 2.08855 -6.39310
C -2.78205 1.41512 -6.26118
C -2.82761 -0.11158 -5.95765
C -2.50559 -0.28929 -4.44354
C -2.95938 -1.62822 -3.84430
C -2.36063 -2.84947 -4.56042
N -0.90829 -2.71314 -4.72057
C -0.22458 -3.09924 -5.82628
C 1.11095 -2.80975 -5.65174
C 1.22913 -2.20919 -4.35345
C -0.03517 -2.19498 -3.81181
C 1.22103 2.90955 -1.55804
N 1.10344 3.92616 -0.75562
O 1.81048 3.99865 0.40043
H 1.74173 -1.50151 -1.67958
H 0.53648 0.49109 0.31543
H 0.15862 0.31363 -1.97253
H 4.03515 1.58298 -2.04125
H 2.77038 0.70818 -2.89757
H 3.33739 3.74242 -2.95162
H 3.54155 3.06006 -5.49926
H 3.80986 1.42851 -4.79456
H 5.52087 3.89585 -4.81645
H 5.54189 2.99100 -3.22985
H 7.03592 0.11405 -4.80906
H 5.41090 0.09152 -4.69550
H 2.44868 4.85732 -4.59439
H 1.03899 5.26170 -3.62504
H -1.14265 5.52251 -5.69148
H 0.98135 4.36176 -7.67433
H -1.14627 3.35228 -3.82795
H -0.70403 4.51175 -2.58089
H -1.38658 2.66320 -0.83737
H -1.93191 1.71901 -2.21435
H -3.46448 3.45558 -0.71907
H -2.99716 4.61079 -1.95902
H -4.12276 1.80215 -2.54441
H -5.23380 3.18079 -2.28942
H -3.11089 3.31281 -4.50311
H -4.56393 4.28928 -4.22885
H -4.99429 1.33454 -4.48079
H -5.90339 2.68773 -5.21652
H -4.03211 3.07342 -6.86750
H -4.79576 1.46627 -7.04253
H -2.29984 1.52916 -7.24775
H -2.12742 1.91777 -5.53976
H -1.99513 -0.57406 -6.51017
H -3.78380 -0.55799 -6.25905
H -1.43329 -0.08822 -4.31435
H -3.04019 0.50577 -3.89601
H -4.05719 -1.67966 -3.88328
H -2.65302 -1.67856 -2.78632
H -2.77673 -2.87339 -5.57989
H -2.62912 -3.81354 -4.10899
H -0.61019 -3.57446 -6.72145
H 1.92306 -2.98004 -6.34848
H 2.09690 -1.82156 -3.82879
H -0.39159 -1.82313 -2.85604
H 0.48532 4.69691 -0.99129
H 1.60950 3.23907 0.97258
O -2.43805 2.85193 5.31858
P -2.14397 1.41386 5.05739
O -1.76989 1.40553 3.45614
C -0.54584 1.98237 3.03789
C 0.62464 1.03116 3.23999
O -3.67236 0.82217 4.96811
C -4.74766 1.45365 5.66947
C -5.58357 2.28613 4.72085
O -1.56953 -0.11576 5.26188
C -1.41928 -0.61558 6.61831
C -2.71701 -1.20291 7.13998
H -0.37439 2.92798 3.56369
H -0.65590 2.21029 1.97064
H 0.81565 0.86280 4.29992
H 1.53522 1.44019 2.78993
H 0.41197 0.05899 2.79300
H -4.37838 2.05237 6.50232
H -5.36432 0.65813 6.09403
H -4.97779 3.03813 4.21409
H -6.38999 2.79030 5.25547
H -6.01932 1.65273 3.94628
H -1.05551 0.17741 7.27498
H -0.65720 -1.39335 6.58278
H -3.42636 -0.41589 7.39884
H -2.53473 -1.79021 8.04051
H -3.18869 -1.83417 6.38787
O 1.06409 -6.34733 6.56488
P 2.22457 -6.00652 7.44398
O 1.58906 -4.83028 8.39206
C 0.64711 -5.19560 9.40202
C 1.33885 -5.72912 10.64446
O 3.05138 -5.03965 6.38987
C 2.94986 -5.24753 4.98286
C 2.00685 -4.23437 4.36480
O 3.58417 -6.06426 8.38931
C 4.52068 -7.15008 8.17403
C 5.50131 -6.83137 7.06039
H -0.06361 -5.92808 9.00744
H 0.08814 -4.29310 9.65171
H 1.82749 -6.68406 10.43987
H 0.61964 -5.87953 11.45098
H 2.11101 -5.03745 10.98128
H 2.63514 -6.26636 4.75462
H 3.95151 -5.11915 4.56419
H 1.01791 -4.28033 4.82203
H 1.90202 -4.40680 3.29188
H 2.38226 -3.22112 4.52155
H 3.98191 -8.07720 7.96703
H 5.06073 -7.28425 9.11080
H 5.02396 -6.91432 6.08321
H 6.33898 -7.52982 7.07773
H 5.87972 -5.81419 7.15490
```

***

# C36H76N4O10SV

A molecular structure, C36H76N4O10SV at a distorted geometry (ωB97M-V/def2-TZVPD, OMol25).

The charge is -1. For the LUMO energy, the calculation gives 2.0 eV. The value obtained for the frontier orbital gap is 6.871 eV.

Geometry as XYZ:
```
128
C36H76N4O10SV | OMol25 | ωB97M-V/def2-TZVPD
O 0.21957 -3.68704 0.22194
V 0.25294 -2.64571 -0.99641
O -0.31237 -1.18298 -0.62386
S 2.38721 -3.26354 -2.54601
O 1.98032 -1.93301 -2.01786
O 3.40412 -3.99829 -1.71306
O 1.21140 -4.03973 -2.52309
O 3.04665 -3.23044 -3.86076
C -4.63768 4.70612 1.15644
C -3.76156 3.99523 0.05871
C -2.75969 4.95856 -0.56644
C -1.42059 5.25644 0.17577
C -0.78650 3.90394 0.65623
C -1.75542 3.00106 1.45380
N -3.00586 2.86131 0.65742
O -3.92393 1.89728 1.24428
C -1.12865 1.59883 1.39317
C -1.82263 3.45339 2.94568
C -4.68776 3.50725 -1.06084
H -4.01982 5.27097 1.85450
H -5.27536 4.03739 1.73460
H -5.29589 5.33440 0.55634
H -2.44701 4.55199 -1.52822
H -3.24787 5.91468 -0.75521
H -1.67511 5.86451 1.04386
H -0.68171 5.78566 -0.42595
H 0.02947 4.24149 1.29525
H -0.37560 3.29827 -0.15149
H -0.10612 1.64317 1.76810
H -1.58057 0.82045 2.00799
H -1.08788 1.08465 0.43293
H -2.68453 2.97528 3.41113
H -1.01737 3.02488 3.54239
H -1.72727 4.52500 3.12085
H -5.58295 2.98643 -0.72100
H -4.13730 2.72993 -1.59080
H -4.95793 4.26364 -1.79771
H -3.85720 1.13668 0.66237
C 4.95379 1.94762 -0.67213
C 3.39055 1.67980 -0.73130
C 2.58774 2.88607 -0.22064
C 2.38193 4.03795 -1.23761
C 1.69887 3.43294 -2.45103
C 2.52993 2.32104 -3.11430
N 2.86899 1.31871 -2.09243
O 3.48629 0.20862 -2.56052
C 1.62363 1.64903 -4.14355
C 3.74848 3.00331 -3.82598
C 3.02542 0.53607 0.30078
H 5.22405 2.29783 -1.66833
H 5.46668 0.99637 -0.53017
H 5.28958 2.68028 0.06174
H 1.57550 2.64786 0.10605
H 3.15532 3.26288 0.63023
H 3.30368 4.54237 -1.52753
H 1.70289 4.78151 -0.82033
H 1.71566 4.24931 -3.17308
H 0.64200 3.18706 -2.34769
H 0.72525 1.24561 -3.67636
H 1.21945 2.41962 -4.80001
H 2.04955 0.80831 -4.69117
H 4.46364 2.22133 -4.08124
H 3.45529 3.59867 -4.69066
H 4.34929 3.54917 -3.09856
H 1.97060 0.29538 0.16839
H 3.24763 0.96434 1.27817
H 3.61193 -0.37036 0.15074
H 2.82229 -0.47839 -2.46703
C -2.97366 -3.62532 -4.30384
C -2.57324 -2.37451 -3.48578
C -3.56700 -1.25937 -3.85719
C -3.61804 -0.07349 -2.82601
C -3.91298 -0.58675 -1.36775
C -3.62478 -2.08040 -1.04723
N -2.50730 -2.51817 -1.95802
O -1.76089 -3.65899 -1.55101
C -3.24941 -2.28684 0.42584
C -4.93961 -2.82237 -1.41563
C -1.23685 -1.90728 -4.02355
H -2.16083 -4.34396 -4.40847
H -3.25043 -3.45746 -5.34467
H -3.80595 -4.13394 -3.81730
H -3.14256 -0.72802 -4.70902
H -4.54128 -1.67101 -4.12068
H -4.46150 0.58889 -3.02077
H -2.68158 0.48380 -2.85002
H -4.99869 -0.50553 -1.31544
H -3.52776 0.08998 -0.60503
H -4.05500 -1.73510 0.91030
H -3.30772 -3.35303 0.64483
H -2.25917 -1.98402 0.76616
H -4.73403 -3.88520 -1.54299
H -5.73884 -2.79482 -0.67499
H -5.45284 -2.47383 -2.31186
H -0.81826 -0.97518 -3.64397
H -1.31884 -1.84720 -5.10880
H -0.46021 -2.65294 -3.85343
H -2.47672 -4.26186 -1.76491
C 4.74435 -1.90629 3.04548
C 3.62629 -2.90912 3.35111
C 4.14586 -3.59520 4.65426
C 3.11545 -4.28955 5.48421
C 1.94819 -3.28190 5.71537
C 1.30156 -2.61634 4.46450
N 2.39543 -2.09557 3.55235
O 1.91834 -1.61404 2.27049
C 0.39064 -3.60504 3.75619
C 0.49556 -1.38320 4.92103
C 3.48697 -3.92372 2.20834
H 4.75883 -1.10792 3.78744
H 5.71587 -2.38650 3.16220
H 4.81513 -1.47079 2.04876
H 4.84004 -4.39325 4.39093
H 4.77167 -3.01369 5.33125
H 2.89926 -5.16247 4.86827
H 3.43355 -4.66519 6.45675
H 2.29733 -2.56903 6.46238
H 1.07781 -3.76894 6.15507
H 0.22050 -3.10793 2.80118
H -0.56839 -3.80191 4.23535
H 0.87685 -4.56151 3.56415
H -0.11419 -1.02582 4.09123
H 1.07695 -0.50692 5.20780
H -0.14186 -1.59238 5.78012
H 3.19813 -3.48825 1.25176
H 4.35899 -4.51352 1.92587
H 2.71955 -4.63879 2.50473
H 2.29388 -0.73975 2.14318
```